Record 1
Below is the molecule C4H8O2, with properties calculated with the ωB97M-V functional and the def2-TZVPD basis.

The value obtained for the HOMO energy is -8.7 eV. As for the HOMO-LUMO gap: 9.327 eV. As for the net charge: 0. For the electronic energy, the calculation gives -8369.320 eV. The calculation puts the LUMO energy at 0.62 eV.

```
14
C4H8O2 | OMol25 | the ωB97M-V functional and the def2-TZVPD basis
O 1.8878 -0.7134 -0.6677
C 1.4157 0.1168 0.3662
C -0.1030 0.2227 0.3513
C -0.6772 0.7171 -0.9615
C -1.7883 -1.4092 0.9496
O -0.5701 -1.1543 0.5841
H 1.4757 -1.5795 -0.5391
H 1.7396 -0.2453 1.3535
H 1.8556 1.1065 0.2085
H -0.4548 0.8181 1.2023
H -0.5800 1.8037 -1.0411
H -0.1504 0.2510 -1.7977
H -1.7423 0.4713 -1.0271
H -2.3083 -0.4055 1.0187
```


Record 2
Below is BrH8NSi3 as an isolated structure at a distorted geometry, with properties calculated with the ωB97M-V functional and the def2-TZVPD basis.

The value obtained for the HOMO energy is -10.2 eV. As for the HOMO-LUMO gap: 10.983 eV. As for the net charge: 0. For the electronic energy, the calculation gives -95296.751 eV. The calculation puts the LUMO energy at 0.74 eV.

```
13
BrH8NSi3 | OMol25 | the ωB97M-V functional and the def2-TZVPD basis
N 0.1457 -0.0462 -0.1123
Si 1.2394 -1.0409 0.8068
Si -1.2594 -0.7019 -0.8784
Si 0.1792 1.6986 0.0454
Br -3.0563 -0.4835 0.3788
H 2.5066 -0.4090 0.7421
H 1.4984 -2.3007 0.0719
H 0.6802 -1.5027 2.1863
H -1.0005 -2.0472 -1.0977
H 1.5233 2.3286 0.2199
H -1.4395 0.2161 -2.2276
H -0.4800 2.1176 -1.3470
H -0.5370 2.1710 1.2119
```


Record 3
Below is the molecule C5H7N at a distorted geometry, with properties calculated with the ωB97M-V functional and the def2-TZVPD basis.

The value obtained for the HOMO energy is -8.2 eV. As for the HOMO-LUMO gap: 9.208 eV. As for the net charge: 0. As for the structure (SMILES): Cn1cccc1. For the electronic energy, the calculation gives -6787.066 eV. The calculation puts the LUMO energy at 1.04 eV.

```
13
C5H7N | OMol25 | the ωB97M-V functional and the def2-TZVPD basis
C -1.9423 0.3137 -0.0392
N -0.4913 -0.0894 0.1411
C 0.3776 -1.2731 0.4440
C 1.6629 -0.8897 0.1544
C 1.6748 0.4538 -0.2772
C 0.3778 0.8728 -0.3026
H -2.4713 0.5255 0.8983
H -2.5393 -0.3947 -0.6201
H -2.0060 1.2634 -0.6102
H 0.3049 -2.1070 1.1690
H 2.5108 -1.5674 0.2391
H 2.5256 1.0712 -0.5123
H 0.0159 1.8210 -0.6842
```


Record 4
Below is a 13-piece molecular cluster, H26O13 overall at a distorted geometry, with properties calculated with the ωB97M-V functional and the def2-TZVPD basis.

The value obtained for the HOMO energy is -9.4 eV. As for the HOMO-LUMO gap: 8.652 eV. As for the net charge: 0. For the electronic energy, the calculation gives -27035.019 eV. The calculation puts the LUMO energy at -0.70 eV.

```
39
H26O13 | OMol25 | the ωB97M-V functional and the def2-TZVPD basis
H 0.0954 -0.8108 -0.5318
H -0.1416 0.6172 -0.3030
H -1.3900 4.8961 0.0749
H -0.1056 5.1641 0.9253
H 1.4375 -6.0138 -0.8952
H 0.0748 -5.2765 -0.6751
H 1.7126 -1.6306 1.5190
H 2.8056 -2.6328 1.2268
H -1.0310 0.1875 -3.0619
H -2.4141 0.9320 -3.2799
H 0.4860 2.1128 2.6760
H -0.8275 2.4831 1.9832
H 2.8601 1.8268 2.4366
H 3.6439 1.9908 1.0196
H -2.6463 2.4797 -1.3367
H -2.7342 2.9101 0.0930
H -2.5319 0.5134 1.7205
H -3.3522 -0.7882 2.2882
H 1.9002 0.5333 -1.3088
H 0.7718 0.6033 -2.2731
H 0.5463 -3.2405 -0.2690
H 0.9048 -3.3678 -1.7759
H -1.6165 -1.2447 -2.4176
H -2.8176 -0.9684 -3.2849
H 2.7903 -0.0604 1.8523
H 1.5800 -0.2443 2.7407
O 0.5224 -0.0426 -0.1278
O -0.9912 5.4676 0.7951
O 0.7219 -5.7534 -0.2672
O 1.8586 -2.4581 1.0523
O -1.8175 0.6830 -2.6020
O -0.3532 1.6896 2.2163
O 2.8415 1.6724 1.4410
O -3.1802 3.0758 -0.7451
O -2.7235 -0.1160 2.4955
O 1.6898 0.1621 -2.1359
O 1.0971 -3.7103 -0.9236
O -2.1411 -1.6159 -3.1823
O 2.4747 -0.0252 2.8404
```


Record 5
Below is the molecule C15H22N2O4 at a distorted geometry, with properties calculated with the ωB97M-V functional and the def2-TZVPD basis.

The value obtained for the HOMO energy is -8.9 eV. As for the HOMO-LUMO gap: 8.594 eV. As for the net charge: 0. As for the structure (SMILES): O=[N+]([O-])c1ccc(OCCCCCN2CCOCC2)cc1. For the electronic energy, the calculation gives -27078.955 eV. The calculation puts the LUMO energy at -0.27 eV.

```
43
C15H22N2O4 | OMol25 | the ωB97M-V functional and the def2-TZVPD basis
O -4.8950 -1.3362 0.7596
N -4.6818 -0.5440 -0.1370
O -5.3585 -0.4469 -1.1420
C -3.5574 0.3298 -0.0030
C -3.2730 1.2536 -1.0075
C -2.1891 2.0845 -0.8736
C -1.3583 2.0069 0.2557
C -1.6555 1.0753 1.2554
C -2.7534 0.2514 1.1285
H -3.0057 -0.4609 1.8998
H -1.0408 0.9924 2.1368
O -0.3419 2.8841 0.2821
C 0.6885 2.7560 1.2485
C 1.6179 1.5859 0.9251
C 2.3662 1.8362 -0.3832
C 3.0778 0.5911 -0.9092
H 3.6750 0.1474 -0.1120
C 2.1247 -0.4467 -1.5058
N 1.2876 -1.1196 -0.5224
C 0.1440 -1.7645 -1.1523
C -0.7261 -2.4290 -0.0856
O 0.0004 -3.3694 0.6670
C 1.1068 -2.7524 1.2769
C 2.0285 -2.1136 0.2396
H 2.8619 -1.6300 0.7506
H 2.4287 -2.9035 -0.4210
H 1.6316 -3.5347 1.8278
H 0.7623 -1.9780 1.9803
H -1.5511 -2.9733 -0.5475
H -1.1302 -1.6523 0.5806
H -0.4459 -1.0067 -1.6742
H 0.4667 -2.5286 -1.8811
H 1.4585 0.0641 -2.2065
H 2.7132 -1.1829 -2.0824
H 3.7641 0.8914 -1.7040
H 1.6538 2.1825 -1.1347
H 3.1000 2.6316 -0.2311
H 1.0383 0.6676 0.8199
H 2.3255 1.4595 1.7460
H 1.2345 3.7013 1.1850
H 0.2687 2.6678 2.2568
H -1.9490 2.8139 -1.6305
H -3.9124 1.2990 -1.8755
```


Record 6
Below is C10H19CrN2 as an isolated structure at a distorted geometry, with properties calculated with the ωB97M-V functional and the def2-TZVPD basis.

The value obtained for the HOMO energy (spin up / spin down) is -15.8 / -15.8 eV. As for the HOMO-LUMO gap (spin up / spin down): 6.186 / 7.647 eV. As for the net charge: +2. The expectation value of S² is 3.939. As for the spin multiplicity: 4. For the electronic energy, the calculation gives -42063.096 eV. The calculation puts the LUMO energy (spin up / spin down) at -9.58 / -8.12 eV.

```
32
C10H19CrN2 | OMol25 | the ωB97M-V functional and the def2-TZVPD basis
C 1.0124 -4.0510 0.4017
C -0.1849 -4.0757 1.0077
H 1.9267 -4.2190 0.9855
H 1.1258 -3.8731 -0.6755
H -1.1156 -3.9731 0.4441
H -0.2551 -4.1267 2.0996
Cr -0.4836 0.6196 -0.5774
C -0.6219 -0.3643 -2.7408
C -1.0346 -1.2921 -1.7359
C -2.3756 0.6118 -1.5533
C -1.4035 0.8253 -2.6073
H -0.7329 -2.3360 -1.6801
H -2.6978 -1.1842 -0.1979
H -3.1750 1.2987 -1.2637
C -2.1258 -0.7067 -0.9978
H -1.3517 1.7014 -3.2592
H 0.0967 -0.5646 -3.5382
N -0.3259 2.6330 0.1131
C 1.1645 2.6120 0.0826
C 1.6745 2.2051 1.4624
C 0.9779 1.0131 2.1067
N 0.6467 -0.0785 1.1360
H -0.6534 2.8737 1.0541
H -0.7215 3.3248 -0.5326
H 1.4653 1.8865 -0.7085
H 1.5353 3.6095 -0.2028
H 2.7550 2.0207 1.3937
H 1.5657 3.0696 2.1368
H 1.6294 0.5961 2.8805
H 0.0436 1.3129 2.6014
H 0.1487 -0.8382 1.6121
H 1.4902 -0.5304 0.7529
```


Record 7
Below is the molecule C17H17FN2S at a distorted geometry, with properties calculated with the ωB97M-V functional and the def2-TZVPD basis.

The value obtained for the HOMO energy is -7.4 eV. As for the HOMO-LUMO gap: 8.166 eV. As for the net charge: 0. As for the structure (SMILES): Fc1ccc(Sc2ccc3c(c2)N2CCNC[C@H]2C3)cc1. For the electronic energy, the calculation gives -34437.319 eV. The calculation puts the LUMO energy at 0.80 eV.

```
38
C17H17FN2S | OMol25 | the ωB97M-V functional and the def2-TZVPD basis
F -5.7046 2.4704 -4.2361
S -0.0711 0.9784 -2.9683
C -3.3290 2.9663 -4.3131
C -4.1233 1.0945 -3.0045
C -2.0083 2.5950 -3.9924
C -2.8051 0.7368 -2.6605
C -0.3891 1.8956 -0.3634
C 0.5430 -0.3731 -0.6712
C -0.2836 1.7098 1.0227
C -4.4060 2.1883 -3.8704
C -1.7627 1.5031 -3.2141
C 0.0054 0.8258 -1.2241
C 0.6332 -0.5504 0.6965
C 0.2463 0.5195 1.5365
N 3.2775 -2.5824 3.1446
N 1.1828 -1.6222 1.4284
C 0.5191 0.1278 2.9503
C 3.4381 -2.7930 1.7027
C 2.0976 -2.6693 0.8951
C 2.6358 -1.2854 3.4491
C 1.2010 -1.2637 2.8487
H -3.5202 3.8085 -4.9491
H -5.0009 0.5328 -2.6298
H -1.2130 3.1988 -4.4024
H -2.5845 -0.1329 -2.0420
H -0.7195 2.8620 -0.7975
H 0.8940 -1.1873 -1.3121
H -0.5600 2.5001 1.7403
H 2.7605 -3.3803 3.5369
H 1.1732 0.8260 3.4653
H -0.4540 0.1133 3.5334
H 4.1455 -2.0636 1.3088
H 3.8913 -3.7703 1.5405
H 1.5876 -3.6383 0.9806
H 2.3384 -2.4723 -0.1755
H 3.2254 -0.4572 3.1110
H 2.5555 -1.1812 4.5431
H 0.5836 -2.0295 3.3919
```


Record 8
Below is the molecule C2H6N4 at a distorted geometry, with properties calculated with the ωB97M-V functional and the def2-TZVPD basis.

The value obtained for the HOMO energy is -9.1 eV. As for the HOMO-LUMO gap: 10.263 eV. As for the net charge: 0. As for the structure (SMILES): C1Cn2[nH]n2N1. For the electronic energy, the calculation gives -8126.367 eV. The calculation puts the LUMO energy at 1.12 eV.

```
12
C2H6N4 | OMol25 | the ωB97M-V functional and the def2-TZVPD basis
C -0.4860 0.0757 0.9777
C -0.0393 -1.2085 0.1597
N -0.0383 1.6933 -0.8188
N 0.4042 1.1220 0.4893
N 1.2026 0.7014 -0.5698
N 0.9287 -0.7203 -0.8203
H -1.5392 0.2615 0.6974
H -0.2923 0.0509 2.1022
H 0.2095 -2.1584 0.7117
H -1.1275 -1.5127 -0.2217
H 0.3317 2.5659 -1.0109
H 0.4457 -0.8707 -1.6965
```